Entry 1:
{
  "formula": "C5H10O",
  "method": "ωB97M-V/def2-TZVPD",
  "symbols": ["C", "O", "C", "C", "C", "C", "H", "H", "H", "H", "H", "H", "H", "H", "H", "H"],
  "positions_angstrom": [[-1.342, -1.971, 1.357], [-0.566, -1.444, 0.428], [-0.343, -0.193, 0.210], [0.620, 0.160, -0.845], [1.248, 1.529, -0.846], [0.260, 1.172, -1.912], [-0.009, -0.889, 2.656], [-2.148, -1.356, 1.748], [-1.420, -3.046, 1.280], [-1.015, 0.536, 0.660], [0.343, -0.264, 2.378], [1.246, -0.673, -1.153], [2.299, 1.607, -1.109], [0.933, 2.218, -0.066], [-0.728, 1.621, -1.866], [0.623, 0.992, -2.920]],
  "forces_ev_per_a": [[-0.3657, -0.1214, 0.0899], [0.2160, -0.3009, -0.2222], [-0.0256, 0.4651, -0.0809], [0.0019, -0.1818, 0.1177], [0.1222, 0.1127, 0.0946], [-0.1187, 0.0569, -0.1710], [0.0827, 0.1523, -0.0163], [0.1329, -0.0835, -0.0096], [0.0114, 0.1547, 0.0437], [0.0986, -0.0649, -0.0598], [-0.0291, -0.1085, 0.0916], [-0.0783, 0.1329, 0.0388], [-0.1783, -0.0381, 0.0201], [0.0139, -0.1190, -0.1308], [0.1470, -0.0766, 0.0344], [-0.0308, 0.0200, 0.1598]],
  "e_tot_ev": -7389.464,
  "fmax_ha_per_bohr": 0.0092,
  "homo_lumo_gap_ev": [8.117, 7.788],
  "relative_energy_kcal_mol": 122.24,
  "e_lumo_ev": [0.93, 0.89]
}

=====

Entry 2:
{
  "formula": "C20H19LiN6O2S",
  "method": "ωB97M-V/def2-TZVPD",
  "symbols": ["Li", "C", "O", "C", "C", "C", "C", "C", "C", "N", "N", "C", "C", "O", "C", "C", "C", "C", "C", "C", "C", "C", "H", "H", "H", "H", "H", "H", "H", "H", "H", "H", "H", "H", "H", "C", "C", "N", "N", "C", "S", "N", "N", "H", "H", "H", "H", "H", "H"],
  "positions_angstrom": [[-1.391, 0.087, -1.095], [-2.095, -1.692, -3.803], [-1.220, -1.395, -2.726], [-0.289, -2.342, -2.403], [-0.233, -3.607, -2.966], [0.763, -4.491, -2.565], [1.692, -4.115, -1.610], [1.630, -2.847, -1.052], [0.646, -1.953, -1.446], [0.473, -0.651, -0.918], [1.526, -0.167, -0.419], [1.525, 1.089, 0.125], [0.407, 1.980, 0.141], [-0.757, 1.699, -0.291], [0.626, 3.297, 0.703], [1.813, 3.673, 1.218], [2.944, 2.794, 1.225], [4.177, 3.203, 1.765], [5.263, 2.367, 1.757], [5.132, 1.087, 1.196], [3.937, 0.667, 0.664], [2.804, 1.508, 0.667], [-2.766, -2.515, -3.549], [-1.527, -1.938, -4.702], [-2.679, -0.794, -3.980], [-0.953, -3.913, -3.712], [0.800, -5.479, -3.004], [2.460, -4.808, -1.294], [2.341, -2.529, -0.301], [-0.228, 3.963, 0.688], [1.934, 4.666, 1.638], [4.251, 4.200, 2.186], [6.209, 2.687, 2.172], [5.985, 0.420, 1.177], [3.855, -0.318, 0.230], [-3.179, 0.586, 3.632], [-3.851, 0.684, 2.316], [-4.999, 1.234, 2.084], [-5.176, 1.093, 0.731], [-4.166, 0.476, 0.104], [-3.971, 0.144, -1.529], [-3.311, 0.187, 1.150], [-2.071, -0.416, 0.959], [-3.798, 1.078, 4.377], [-2.202, 1.072, 3.602], [-3.033, -0.455, 3.923], [-5.988, 1.472, 0.279], [-1.974, -1.250, 1.522], [-1.332, 0.263, 1.134]],
  "forces_ev_per_a": [[0.1252, 0.1013, -0.1868], [-0.0442, 0.0350, 0.0016], [-0.0719, 0.0326, -0.0728], [-0.1092, -0.1638, -0.1475], [-0.0253, 0.0113, -0.0261], [-0.0240, -0.0152, -0.0244], [0.0292, 0.0015, 0.0212], [0.0398, 0.0057, 0.0280], [0.1644, 0.0188, 0.1667], [0.0289, 0.1007, 0.0931], [0.0313, 0.1388, 0.0933], [-0.0356, -0.0492, -0.0382], [-0.0071, -0.0296, -0.0640], [-0.0445, -0.2111, 0.0201], [-0.0113, -0.0102, 0.0105], [0.0136, -0.0076, 0.0062], [-0.0040, 0.0007, -0.0059], [-0.0228, 0.0165, -0.0016], [0.0080, -0.0194, -0.0064], [-0.0030, 0.0111, 0.0037], [0.0127, -0.0034, 0.0029], [-0.0109, -0.0148, 0.0052], [-0.0056, 0.0051, 0.0012], [0.0019, -0.0025, 0.0029], [-0.0074, -0.0025, 0.0154], [0.0099, -0.0095, 0.0042], [0.0012, -0.0016, 0.0011], [0.0011, 0.0003, -0.0013], [-0.0037, 0.0011, -0.0011], [0.0069, 0.0053, 0.0052], [-0.0005, 0.0008, -0.0038], [0.0098, -0.0031, 0.0018], [-0.0010, 0.0029, 0.0004], [0.0022, 0.0031, 0.0023], [-0.0082, 0.0030, -0.0028], [-0.0202, 0.0191, 0.0078], [-0.0947, 0.0313, -0.0514], [0.0636, -0.0380, -0.0060], [0.0682, -0.0254, 0.0401], [0.2679, -0.1502, -0.0112], [-0.0550, 0.0985, 0.4203], [-0.0009, -0.0357, -0.3392], [-0.1728, 0.1686, 0.0448], [0.0033, -0.0017, 0.0006], [-0.0011, 0.0008, -0.0009], [0.0014, -0.0004, -0.0057], [-0.0096, 0.0068, 0.0110], [-0.0865, -0.0020, -0.0007], [-0.0091, -0.0237, -0.0137]],
  "e_tot_ev": -45125.206,
  "fmax_ha_per_bohr": 0.0085,
  "homo_lumo_gap_ev": 7.058,
  "relative_energy_kcal_mol": 0.00,
  "e_lumo_ev": 0.02
}

=====

Entry 3:
{
  "formula": "C6H14O",
  "method": "ωB97M-V/def2-TZVPD",
  "symbols": ["C", "C", "C", "C", "C", "C", "H", "H", "H", "H", "H", "H", "H", "H", "H", "H", "H", "H", "O", "H", "H"],
  "positions_angstrom": [[-0.852, 0.313, 0.492], [0.198, -0.249, -0.144], [0.733, -1.555, 0.354], [0.407, -1.910, 1.838], [0.738, 0.460, -1.319], [1.506, -0.383, -2.346], [-1.115, 0.335, 1.548], [-1.457, 1.107, 0.078], [0.298, -2.315, -0.342], [1.829, -1.609, 0.234], [0.890, -1.158, 2.471], [-0.671, -1.932, 2.077], [0.860, -2.909, 1.932], [-0.140, 0.813, -1.879], [1.271, 1.387, -1.064], [2.425, -0.872, -1.992], [0.770, -1.096, -2.750], [1.852, 0.203, -3.194], [-3.146, 3.745, 1.756], [-3.497, 4.471, 1.212], [-2.900, 3.152, 1.039]],
  "forces_ev_per_a": [[0.1773, 0.8987, 0.3855], [-1.4762, 0.4523, 1.9621], [0.1696, -0.2035, 0.2013], [0.2300, -0.0922, -1.2878], [0.0108, 0.2065, -2.0789], [-0.0639, -0.1787, -0.0902], [0.1174, -1.4837, -0.0503], [0.4640, 0.4471, -0.8065], [0.4076, 0.2944, 0.5475], [-0.3294, -0.0221, -0.0443], [-0.0209, -0.3631, 0.1219], [0.5291, -0.0993, -0.2633], [-0.2960, 0.3819, 0.6979], [0.0868, 0.2332, 0.1337], [0.0784, -0.4681, 0.3161], [-0.5326, -0.1295, 0.2185], [0.6275, -0.2117, 0.0904], [-0.1883, 0.3451, -0.0540], [-0.2485, 0.4665, -0.8824], [0.0101, 0.0289, 0.6558], [0.2473, -0.5026, 0.2272]],
  "smiles": "C=C(CC)CC.O",
  "e_tot_ev": -8495.183,
  "fmax_ha_per_bohr": 0.0486,
  "homo_lumo_gap_ev": 9.631,
  "relative_energy_kcal_mol": 39.42,
  "e_lumo_ev": 0.81
}

=====

Q: What is the formula in the first record?
A: C5H10O